1.
This record from the OMol25 dataset describes 8 unconnected molecules or ions with the total composition C46H44F7NO3P at a distorted geometry. The level of theory is ωB97M-V/def2-TZVPD.

Geometry as XYZ:
```
102
C46H44F7NO3P ωB97M-V/def2-TZVPD
N 4.6618 -1.8587 -4.0352
C 4.0889 -0.8271 -3.8512
O 3.4901 0.4165 -3.7527
P 1.9791 0.3613 -2.8280
C 2.8657 0.8619 -1.1689
C 4.2379 1.6308 -1.4215
O 4.7027 2.3987 -0.2316
C 5.9124 3.0020 -0.6981
O 7.0278 2.7913 -0.1779
H 1.8543 1.7983 -3.0812
H 1.2899 0.0453 -4.0808
H 2.2287 -1.0361 -2.5424
H 0.6778 0.3264 -2.1767
H 2.1207 1.5523 -0.6194
H 3.0728 -0.0599 -0.5060
H 4.0954 2.4259 -2.2458
H 5.1010 0.9120 -1.6773
H 5.8773 3.6752 -1.6287
F 0.3205 -2.0048 -1.6115
C 0.6745 -2.6647 -0.5043
C 0.8539 -4.0376 -0.5577
C 1.2274 -4.7228 0.5942
C 1.4065 -4.0288 1.7881
C 1.2187 -2.6488 1.8311
C 0.8562 -1.9623 0.6772
H 0.7020 -4.5617 -1.4938
H 1.3780 -5.7965 0.5618
H 1.6933 -4.5651 2.6858
H 1.3545 -2.1097 2.7620
H 0.7146 -0.8881 0.6887
F -0.0294 -3.7791 4.1266
C -1.2532 -4.2467 4.4103
C -2.2473 -4.1757 3.4471
C -3.5160 -4.6651 3.7388
C -3.7785 -5.2098 4.9936
C -2.7735 -5.2711 5.9545
C -1.5014 -4.7920 5.6600
H -2.0258 -3.7408 2.4792
H -4.2995 -4.6218 2.9902
H -4.7699 -5.5873 5.2215
H -2.9809 -5.6919 6.9327
H -0.7043 -4.8394 6.3925
F 0.4101 -3.4673 -7.9081
C 1.7032 -3.8302 -7.8605
C 2.1412 -4.8879 -8.6421
C 3.4804 -5.2609 -8.5971
C 4.3632 -4.5790 -7.7633
C 3.9105 -3.5214 -6.9790
C 2.5741 -3.1408 -7.0316
H 1.4375 -5.4117 -9.2786
H 3.8357 -6.0823 -9.2103
H 5.4070 -4.8736 -7.7254
H 4.5980 -2.9937 -6.3265
H 2.2064 -2.3143 -6.4344
F 6.3050 4.7546 -4.0405
C 5.9809 6.0094 -3.6960
C 4.6944 6.4689 -3.9299
C 4.3567 7.7685 -3.5678
C 5.3123 8.5974 -2.9857
C 6.6022 8.1268 -2.7599
C 6.9378 6.8237 -3.1116
H 3.9665 5.8117 -4.3916
H 3.3508 8.1356 -3.7394
H 5.0491 9.6127 -2.7076
H 7.3465 8.7749 -2.3100
H 7.9347 6.4377 -2.9349
F -7.1708 -4.7713 4.9319
C -7.4772 -3.5066 5.2678
C -8.7638 -3.0390 5.0521
C -9.0828 -1.7319 5.4041
C -8.1091 -0.9041 5.9578
C -6.8190 -1.3829 6.1654
C -6.5021 -2.6936 5.8238
H -9.5060 -3.6950 4.6125
H -10.0886 -1.3580 5.2467
H -8.3582 0.1169 6.2279
H -6.0608 -0.7361 6.5928
H -5.5050 -3.0859 5.9864
F 3.4198 10.5111 -5.4588
C 2.4724 10.1557 -6.3410
C 1.5641 11.1046 -6.7827
C 0.5856 10.7376 -7.7006
C 0.5201 9.4238 -8.1578
C 1.4346 8.4785 -7.7031
C 2.4200 8.8471 -6.7938
H 1.6256 12.1201 -6.4095
H -0.1255 11.4739 -8.0588
H -0.2464 9.1375 -8.8705
H 1.3800 7.4547 -8.0568
H 3.1457 8.1261 -6.4359
F -5.0296 -2.5453 8.8115
C -5.6976 -3.3334 9.6678
C -6.3923 -4.4309 9.1833
C -7.0799 -5.2503 10.0718
C -7.0742 -4.9571 11.4332
C -6.3775 -3.8496 11.9075
C -5.6803 -3.0357 11.0210
H -6.3924 -4.6388 8.1196
H -7.6201 -6.1159 9.7043
H -7.6147 -5.5946 12.1253
H -6.3774 -3.6203 12.9675
H -5.1252 -2.1746 11.3736
```

## Properties
Highest occupied orbital energy   -4.391 eV
Gap between HOMO and LUMO   6.1 eV
Largest force on an atom   0.110 Eh/bohr
Net charge   -1
E_LUMO   1.8 eV

Atomic partial charges in e from the Mulliken method, atoms 1 to 2: -0.68, 0.59

---

2.
This record from the OMol25 dataset describes a molecular structure, C21H42GdNO3S at a distorted geometry. The level of theory is ωB97M-V/def2-TZVPD.

Geometry as XYZ:
```
69
C21H42GdNO3S ωB97M-V/def2-TZVPD
C -3.9859 0.6200 4.0567
C -2.7711 -0.3114 3.9936
C -2.8389 -1.5338 3.0367
C -4.2237 -1.8983 2.5088
C -4.7734 -0.9735 1.4201
C -3.8308 -0.3825 0.3787
C -3.5545 -1.4262 -0.7175
C -2.3810 -1.1825 -1.6968
C -1.2629 -2.2362 -1.5867
C 0.0215 -1.8936 -0.8159
C 1.0179 -1.1505 -1.7237
C 2.2672 -0.4805 -1.0951
C 3.1181 -1.6836 -0.6031
S 4.4671 -1.4262 0.5181
O 4.8780 -2.6827 1.0422
O 5.3649 -0.4954 -0.1153
C 1.8263 0.5458 -0.0156
C 2.5358 1.9252 0.1202
C 1.4877 3.0139 0.4224
C 3.6023 2.0171 1.2095
N 3.1948 2.3259 -1.1866
O 4.2031 2.9451 -1.1313
C 2.8091 1.6849 -2.4988
C 3.7324 2.2067 -3.5850
C 1.3632 2.0375 -2.8517
C 3.0686 0.1960 -2.2309
H -4.1588 1.1275 3.0894
H -4.8989 0.1060 4.3674
H -3.8146 1.4233 4.7687
H -2.5710 -0.6660 5.0023
H -1.9122 0.3032 3.7282
H -2.4888 -2.4197 3.5620
H -2.1364 -1.4029 2.2131
H -4.9340 -1.8956 3.3357
H -4.2418 -2.9180 2.1267
H -5.2989 -0.1419 1.9164
H -5.5581 -1.5401 0.8571
H -2.9393 0.0326 0.8434
H -4.3051 0.4864 -0.1320
H -3.4512 -2.4093 -0.2553
H -4.4715 -1.4733 -1.3114
H -2.8037 -1.2392 -2.6965
H -1.9791 -0.1694 -1.5898
H -0.9372 -2.5081 -2.5909
H -1.7146 -3.1260 -1.1491
H -0.1996 -1.3666 0.1190
H 0.4686 -2.8546 -0.5668
H 0.5038 -0.4543 -2.3900
H 1.4297 -1.9292 -2.3722
H 2.5150 -2.4696 -0.1523
H 3.6359 -2.1259 -1.4585
H 3.8610 -0.7582 1.5301
H 1.8728 0.1183 0.9851
H 0.7690 0.7422 -0.1931
H 1.1861 2.8927 1.4600
H 1.9220 4.0087 0.3333
H 0.6148 2.9417 -0.2208
H 3.1522 1.6535 2.1328
H 4.4866 1.4323 0.9801
H 3.8978 3.0468 1.3809
H 4.7568 1.8657 -3.4636
H 3.3476 1.8515 -4.5384
H 3.7209 3.2939 -3.6255
H 1.2970 3.0737 -3.1754
H 0.6641 1.8840 -2.0330
H 1.0527 1.3965 -3.6735
H 4.1347 0.0999 -2.0262
H 2.8561 -0.3073 -3.1745
Gd -6.6661 0.6338 1.2041
```

## Properties
Highest occupied orbital energy (alpha / beta)   -17.018 / -17.018 eV
Gap between HOMO and LUMO (alpha / beta)   5.9 / 5.5 eV
2S+1   9
Largest force on an atom   0.079 Eh/bohr
Net charge   +3
E_LUMO (alpha / beta)   -11.1 / -11.6 eV

Atomic partial charges in e from the Mulliken method, atoms 1 to 2: -0.97, -0.50

---

3.
This record from the OMol25 dataset describes a molecular structure, C3H5NO2. The level of theory is ωB97M-V/def2-TZVPD.

Geometry as XYZ:
```
11
C3H5NO2 ωB97M-V/def2-TZVPD
O 2.4993 -0.6716 0.5119
N 1.3748 -0.4753 0.8930
C 0.5191 0.1114 -0.1553
C -0.6010 1.0032 0.4002
O -1.6147 0.0509 0.0532
C -0.6427 -0.8334 -0.5084
H 1.1426 0.4692 -0.9770
H -0.7392 1.9606 -0.1155
H -0.5504 1.1699 1.4821
H -0.6073 -1.8031 0.0009
H -0.7805 -0.9819 -1.5852
```

## Properties
Highest occupied orbital energy   -9.454 eV
Gap between HOMO and LUMO   9.3 eV
Largest force on an atom   0.012 Eh/bohr
E_LUMO   -0.2 eV

Atomic partial charges in e from the natural (NBO) method, atoms 1 to 2: -0.27, 0.16

---

4.
This record from the OMol25 dataset describes 7 unconnected molecules or ions with the total composition C15H22ClO20 at a distorted geometry. The level of theory is ωB97M-V/def2-TZVPD.

Geometry as XYZ:
```
58
C15H22ClO20 ωB97M-V/def2-TZVPD
Cl -1.5116 -0.2595 0.2492
O -2.9092 -0.5742 0.4146
O -0.9762 0.1571 1.5280
O -0.8768 -1.4818 -0.2382
O -1.2878 0.7539 -0.7402
C 1.4040 2.4587 -1.8160
C 1.2031 1.2012 -2.6534
O 1.7411 1.5571 -3.9125
C 2.4630 2.6714 -3.8280
O 3.0605 3.1617 -4.7285
O 2.2916 3.2403 -2.5996
H 1.8891 2.1930 -0.8828
H 0.4715 2.9761 -1.6007
H 0.1691 0.8851 -2.7797
H 1.6885 0.3326 -2.1999
C -0.8347 -1.8944 -3.4761
C 0.4002 -1.7446 -4.3889
O -0.2097 -1.3375 -5.6259
C -1.4514 -0.8785 -5.4018
O -2.1122 -0.3277 -6.2266
O -1.8433 -1.1177 -4.1491
H -0.7343 -1.6107 -2.4336
H -1.1348 -2.9355 -3.6069
H 0.9695 -2.6468 -4.5921
H 1.1039 -0.9789 -4.0551
C -1.3906 -2.6995 3.8066
C -2.6489 -1.8810 3.9378
O -2.9546 -1.7749 5.3344
C -1.8355 -2.1288 5.9931
O -1.6968 -2.0676 7.1742
O -0.8575 -2.5128 5.1383
H -0.7925 -2.2442 3.0221
H -1.5505 -3.7700 3.6879
H -3.4982 -2.3168 3.4135
H -2.5283 -0.8347 3.6490
C 0.0932 3.2614 2.6662
C 0.6740 3.0055 1.2507
O 1.0493 4.3164 0.8093
C 0.5553 5.2355 1.6690
O 0.6915 6.4186 1.5821
O -0.0926 4.6401 2.6684
H 0.7642 2.8841 3.4450
H -0.8295 2.6880 2.7597
H -0.1392 2.5786 0.6582
H 1.5146 2.3250 1.1592
C 2.3196 -0.6149 1.5779
C 2.7212 -1.4316 0.3300
O 2.5630 -2.7833 0.7594
C 2.0897 -2.8342 2.0071
O 1.8926 -3.8336 2.6094
O 1.9389 -1.5982 2.5126
H 1.5252 0.1052 1.3900
H 3.1877 -0.0569 1.9363
H 3.7923 -1.3310 0.1559
H 2.1806 -1.1489 -0.5680
O -4.2437 -1.3238 -2.3588
H -3.4962 -1.1078 -2.9269
H -3.9711 -0.9641 -1.5058
```

## Properties
Highest occupied orbital energy   -8.289 eV
Gap between HOMO and LUMO   10.3 eV
Largest force on an atom   0.046 Eh/bohr
Net charge   -1
E_LUMO   2.0 eV

Atomic partial charges in e from the natural (NBO) method, atoms 1 to 2: 2.54, -0.86